1.
120
Properties=species:S:1:pos:R:3:mulliken_charge:R:1 method="wB97M-V/def2-TZVPD" e_above_lowest_kcal_mol=7.7 orbital_gap_ev=9.170 homo_ev=-12.2 lumo_energy_ev=-2.98 charge=+1 multiplicity=1
C -0.56237 5.85945 -0.30510 -1.377
C 0.65635 5.61094 -1.16555 -0.602
C 0.95548 4.13363 -1.36222 -0.466
I 1.64811 3.68576 -3.30416 0.348
S 2.32961 3.61606 -0.30628 0.010
C 2.23505 1.83462 -0.30866 -0.255
C 1.08693 1.19920 0.44651 -0.766
C 1.51205 0.56507 1.74949 -0.781
I 0.01456 -0.77785 2.41026 0.131
P 1.67066 4.19732 1.71851 0.142
C 2.42421 5.82866 1.58182 -1.261
C 3.00689 3.30853 2.55669 -0.943
H -0.72427 6.92300 -0.19086 0.374
H -1.44252 5.44765 -0.78305 0.451
H -0.48951 5.43358 0.68412 0.368
H 1.53427 6.11105 -0.77079 0.385
H 0.48049 6.03863 -2.14410 0.404
H 0.07910 3.52582 -1.18810 0.484
H 3.20560 1.48699 0.02128 0.334
H 2.16670 1.66239 -1.37515 0.317
H 0.67526 0.44059 -0.19463 0.553
H 0.29712 1.92343 0.60817 0.475
H 1.60365 1.25070 2.57670 0.069
H 2.41305 -0.01029 1.63179 0.316
H 2.95911 5.98789 2.50850 0.506
H 3.12188 5.93960 0.76352 0.476
H 1.64320 6.57130 1.49400 0.350
H 3.74193 4.02051 2.90425 0.572
H 3.50698 2.58432 1.93624 0.087
H 2.56000 2.79447 3.39624 0.392
C -1.36101 -3.81053 3.94424 -0.415
C -1.55616 -5.32033 3.99632 0.245
O -2.97688 -5.42401 4.02589 -0.299
C -3.51295 -4.31080 3.44975 0.537
O -4.61787 -4.13204 3.07580 -0.489
O -2.55053 -3.36968 3.31534 -0.184
F -1.02800 -5.89432 5.09909 -0.273
H -1.30984 -3.41272 4.95912 0.242
H -0.50900 -3.47734 3.36646 0.230
H -1.19797 -5.86343 3.12212 0.267
C 2.77130 5.92631 -6.54640 0.025
C 4.08046 6.37434 -7.18750 0.318
O 3.63540 7.36965 -8.08692 -0.304
C 2.45555 7.88491 -7.64646 0.622
O 1.94278 8.86710 -8.05632 -0.483
O 1.96881 7.10530 -6.65281 -0.326
F 4.70201 5.38667 -7.86178 -0.271
H 2.32849 5.12376 -7.13839 0.132
H 2.84670 5.63880 -5.50241 -0.073
H 4.79919 6.82422 -6.50111 0.303
C 2.04845 10.61065 -10.95165 -0.100
C 0.69807 10.78049 -11.63362 0.303
O 1.04478 11.45950 -12.82109 -0.320
C 2.34875 11.18997 -13.13024 0.656
O 2.86759 11.43619 -14.16047 -0.485
O 2.93913 10.58657 -12.07312 -0.326
F -0.17124 11.53139 -10.91875 -0.274
H 2.25784 11.48468 -10.33474 0.229
H 2.14902 9.70775 -10.36289 0.028
H 0.19883 9.84761 -11.89851 0.279
C -1.93288 -8.79135 6.98994 -0.149
C -1.86438 -8.25670 8.41511 0.315
O -1.57797 -9.42880 9.15370 -0.320
C -0.95368 -10.32650 8.34280 0.703
O -0.40936 -11.30886 8.71069 -0.512
O -1.05409 -9.92232 7.05857 -0.337
F -3.02744 -7.72143 8.83955 -0.274
H -2.94694 -9.12687 6.77234 0.281
H -1.58865 -8.09838 6.23173 0.007
H -1.07063 -7.53047 8.59556 0.298
C -3.32989 -13.00393 9.26773 -0.281
C -3.68742 -14.48325 9.28209 0.347
O -5.10111 -14.44451 9.25623 -0.316
C -5.51104 -13.27605 8.68502 0.626
O -6.60968 -13.03711 8.32769 -0.497
O -4.45216 -12.43662 8.58160 -0.288
F -3.26935 -15.12196 10.39585 -0.271
H -3.29115 -12.62172 10.28787 0.270
H -2.40746 -12.76958 8.74950 0.129
H -3.33959 -15.04731 8.41609 0.268
C -3.61297 -0.21252 -3.50881 -0.376
C -2.80340 0.98222 -3.01517 0.300
O -1.50832 0.41940 -2.86386 -0.152
C -1.39497 -0.65310 -3.70014 0.509
O -0.35206 -1.15865 -3.95457 -0.520
O -2.58963 -0.96965 -4.19016 -0.344
F -3.18934 1.48853 -1.81578 -0.244
H -3.99465 -0.78700 -2.66605 0.270
H -4.41453 0.02395 -4.20122 0.288
H -2.74821 1.80380 -3.72965 0.232
C 6.39476 -1.53613 3.95105 -0.455
C 4.88532 -1.61697 4.16221 0.281
O 4.41610 -0.61845 3.25367 -0.235
C 5.33740 -0.45848 2.26916 0.587
O 5.12180 0.13960 1.25957 -0.453
O 6.47283 -1.06694 2.59022 -0.355
F 4.49371 -1.29731 5.40562 -0.265
H 6.82366 -0.78789 4.61594 0.290
H 6.92022 -2.47831 4.04443 0.277
H 4.43515 -2.57030 3.88657 0.312
C 1.76168 -0.29749 -6.05419 -0.397
C 3.22016 0.10954 -5.89594 0.279
O 3.17044 1.51201 -6.09333 -0.276
C 1.92631 1.95476 -5.76620 0.728
O 1.63928 3.08752 -5.56296 -0.568
O 1.08691 0.90703 -5.65555 -0.232
F 4.03890 -0.45959 -6.80139 -0.272
H 1.54989 -0.52811 -7.09755 0.306
H 1.45714 -1.10930 -5.40689 0.308
H 3.63723 -0.07082 -4.90340 0.265
C -6.08086 -1.04743 2.81386 -0.296
C -7.52295 -0.59640 2.62815 0.341
O -7.36418 0.53647 1.78120 -0.323
C -6.20505 0.42549 1.09289 0.618
O -5.86262 1.11586 0.19082 -0.505
O -5.46795 -0.58355 1.60265 -0.246
F -8.11217 -0.21866 3.77755 -0.273
H -5.63585 -0.51221 3.65355 0.232
H -5.93593 -2.11369 2.93692 0.188
H -8.16962 -1.31717 2.12872 0.288

2.
96
Properties=species:S:1:pos:R:3:mulliken_charge:R:1 method="wB97M-V/def2-TZVPD" e_above_lowest_kcal_mol=0.0 orbital_gap_ev=7.287 homo_ev=-12.8 lumo_energy_ev=-5.55 charge=+2 multiplicity=1
Au 0.49463 0.76479 0.17496 0.953
C 3.53035 2.23066 0.40222 -1.493
C 4.11133 1.00522 -0.29786 0.524
C 4.25124 1.23557 -1.80568 -1.088
C 3.40044 -0.28316 0.01499 0.022
C 4.00784 -1.52582 0.18534 -1.341
C 2.99269 -2.40456 0.50936 -0.110
N 1.83535 -1.74267 0.52385 0.387
N 2.08086 -0.45067 0.20884 0.543
B 0.44164 -2.27089 0.98408 -0.379
N -0.52535 -2.43563 -0.17790 0.195
C -1.14212 -3.57873 -0.53757 -0.464
C -1.92882 -3.31697 -1.63060 -1.536
C -1.73925 -1.94541 -1.87897 -0.050
N -0.89226 -1.41879 -0.99864 0.154
C -2.39244 -1.11475 -2.94274 2.771
C -2.08547 -1.64926 -4.34184 -1.532
C -3.90028 -1.00778 -2.70831 -1.735
N -0.06421 -1.26766 2.06876 0.429
C -0.54624 -1.56499 3.27679 -0.150
C -0.76463 -0.39718 3.97700 -1.293
C -0.37468 0.64293 3.13395 0.081
N 0.04384 0.08444 1.98497 0.407
C -0.38640 2.10185 3.49998 0.570
C -1.78905 2.70443 3.35683 -1.334
C 0.67764 2.94712 2.80721 -1.429
H 4.22082 3.06827 0.30585 0.539
H 3.37141 2.04944 1.46485 0.282
H 2.58600 2.54687 -0.04658 0.148
H 5.11826 0.84993 0.09750 0.590
H 3.28479 1.48465 -2.24243 -0.114
H 4.65438 0.35463 -2.30684 0.388
H 4.92965 2.06945 -1.98779 0.475
H 5.06064 -1.73641 0.11376 0.556
H 3.01613 -3.45416 0.74912 0.495
H 0.60436 -3.33240 1.50857 -0.123
H -0.97461 -4.49055 0.01132 0.518
H -2.55615 -4.01158 -2.16264 0.553
H -1.96626 -0.11574 -2.85457 -1.126
H -2.49236 -2.65351 -4.47325 0.400
H -1.00795 -1.69630 -4.51884 0.316
H -2.53917 -1.00904 -5.10517 0.349
H -4.37280 -1.98978 -2.76370 0.372
H -4.36918 -0.37073 -3.46337 0.394
H -4.11392 -0.58949 -1.72426 0.424
H -0.68551 -2.59409 3.56225 0.499
H -1.12757 -0.29430 4.98468 0.541
H -0.14433 2.09683 4.56664 0.598
H -2.08716 2.75949 2.31156 0.158
H -1.79464 3.71265 3.77145 0.421
H -2.52771 2.11383 3.89869 0.388
H 0.44383 3.11547 1.75623 0.144
H 1.66655 2.49403 2.89085 0.227
H 0.72158 3.92524 3.28556 0.555
F 2.48751 -0.46085 -6.02703 -0.357
C 1.41947 0.26811 -5.66031 0.033
C 1.29258 0.61388 -4.34964 -0.358
C 0.16207 1.31940 -3.91630 0.731
C -0.02889 1.60334 -2.51240 0.493
O 0.92693 1.28788 -1.71482 -1.289
C -1.24282 2.19585 -2.13418 0.184
C -2.14442 2.53798 -3.11562 -0.221
N -1.96784 2.31132 -4.41720 0.555
C -3.01998 2.66768 -5.35642 -0.400
C -2.77298 3.78310 -6.33005 -0.465
C -3.72281 3.97611 -5.18648 -0.926
C -0.82288 1.65661 -4.85375 -0.112
C -0.65501 1.31688 -6.20063 -0.779
C 0.45348 0.60976 -6.62953 -1.131
N 0.56453 0.25859 -7.99006 0.273
C -0.53258 -0.46161 -8.62323 -0.451
C -0.76862 0.14477 -10.01107 -0.941
N 0.53968 0.72155 -10.49608 -0.133
C 1.69176 -0.15685 -10.10432 -0.771
C 1.85156 -0.10985 -8.57671 -0.695
C -1.69640 2.50488 -0.73014 0.112
O -2.64045 3.23801 -0.56738 -0.673
O -1.07348 1.95033 0.28036 -0.637
H 2.04247 0.29885 -3.63772 0.452
H -3.06622 3.02062 -2.81937 0.836
H -3.60072 1.81152 -5.67717 0.506
H -3.17459 3.67998 -7.32847 0.307
H -1.82016 4.29133 -6.26370 0.221
H -4.78423 3.98943 -5.38430 0.269
H -3.40398 4.62995 -4.38678 0.326
H -1.40278 1.61726 -6.91994 1.024
H -1.44012 -0.37973 -8.03194 0.339
H -0.29889 -1.52939 -8.70356 0.385
H -1.48565 0.96288 -9.99128 0.444
H -1.09181 -0.59669 -10.73899 0.379
H 0.67008 1.63766 -10.06363 0.384
H 0.51427 0.85943 -11.50676 0.343
H 2.58603 0.19193 -10.61468 0.396
H 1.45113 -1.15389 -10.46809 0.366
H 2.59453 0.63528 -8.29748 0.499
H 2.21514 -1.08682 -8.25047 0.418